# 1
Molecular formula: C31H66As2BBrCoF2GeNOSeSi
Method: DFT, wB97M-V/def2-TZVPD

XYZ file:
```
109
Properties=species:S:1:pos:R:3:forces:R:3:mulliken_spin:R:1
Co -0.38430 0.48324 1.77383 0.2 -0.3 0.5 0.973
C -1.18712 0.33059 5.69035 0.0 0.0 0.0 0.007
As -0.01215 0.78967 4.21108 0.0 0.1 -0.2 0.043
C 0.43492 2.63025 4.66468 0.0 0.0 0.0 0.001
C 1.65219 -0.10076 4.70068 0.0 0.0 0.0 0.013
C 2.00740 -0.33864 6.02532 0.0 0.0 0.0 -0.003
C 3.22161 -0.93389 6.33232 0.0 0.0 0.0 -0.001
C 4.09805 -1.28786 5.31552 0.0 0.0 0.0 0.001
C 3.74991 -1.05857 3.99358 0.0 0.0 0.0 -0.003
C 2.52664 -0.47472 3.67737 0.0 0.0 0.0 0.007
As 1.98613 -0.17225 1.83224 -0.1 -0.1 -0.1 0.000
C 3.38053 1.01731 1.18350 0.0 0.0 0.0 -0.003
C 2.52132 -1.82710 0.96227 0.0 0.0 0.0 0.001
H -0.81972 0.74875 6.62597 0.0 0.0 0.0 0.001
H -1.25848 -0.75271 5.78183 0.0 0.0 0.0 0.000
H -2.17284 0.73982 5.47569 0.0 0.0 0.0 0.000
H 0.71847 2.71202 5.71301 0.0 0.0 0.0 0.001
H -0.42992 3.26188 4.46393 0.0 0.0 0.0 0.001
H 1.26184 2.95020 4.03292 0.0 0.0 0.0 -0.001
H 1.33541 -0.06292 6.82892 0.0 0.0 0.0 0.000
H 3.48565 -1.12001 7.36505 0.0 0.0 0.0 0.000
H 5.04944 -1.74526 5.55292 0.0 0.0 0.0 0.000
H 4.44097 -1.34145 3.20790 0.0 0.0 0.0 0.000
H 4.33800 0.49832 1.16532 0.0 0.0 0.0 0.000
H 3.45637 1.88189 1.83969 0.0 0.0 0.0 0.000
H 3.12231 1.34636 0.17724 0.0 0.0 0.0 0.001
H 3.52404 -2.12585 1.26306 0.0 0.0 0.0 0.000
H 2.49890 -1.66592 -0.11545 0.0 0.0 0.0 0.000
H 1.82149 -2.62073 1.21954 0.0 0.0 0.0 0.000
C -0.63104 -2.39279 -3.79508 0.0 0.0 0.0 0.000
C 0.36124 -1.24084 -4.00920 0.0 0.0 0.0 0.004
C 1.67307 -1.66967 -3.33426 0.1 0.0 0.0 0.001
C 0.61547 -1.10322 -5.52152 0.0 0.0 0.0 0.000
Si -0.34526 0.40204 -3.31570 0.1 0.0 0.0 -0.006
Br -0.08390 0.19095 -1.02179 -0.1 -0.1 -0.3 0.044
C 0.72815 1.94613 -3.69606 0.0 0.0 0.0 0.003
C 0.47380 2.42959 -5.13511 0.0 0.0 0.0 0.002
C 2.22075 1.61176 -3.55300 0.0 0.0 0.0 0.002
C 0.45048 3.11475 -2.73493 0.0 0.0 0.0 -0.001
C -2.21792 0.64624 -3.62043 0.0 0.0 0.0 0.002
C -2.66489 2.04955 -3.18922 0.0 0.0 0.0 -0.001
C -3.07243 -0.35267 -2.82293 0.0 0.0 -0.1 0.000
C -2.53803 0.49701 -5.11856 0.0 0.0 0.0 0.002
H -0.17045 -3.32001 -4.14803 0.0 0.0 0.0 0.000
H -1.55467 -2.26179 -4.35449 0.0 0.0 0.0 0.000
H -0.88381 -2.52822 -2.74117 0.0 0.0 0.0 0.000
H 1.98931 -2.62352 -3.76829 0.0 0.0 0.0 0.000
H 1.54930 -1.82163 -2.26058 0.0 0.0 0.0 0.000
H 2.48371 -0.95943 -3.48408 0.0 0.0 0.0 0.000
H 0.93388 -2.07264 -5.91697 0.0 0.0 0.0 0.000
H 1.40729 -0.38906 -5.74468 0.0 0.0 0.0 0.000
H -0.27723 -0.80441 -6.07368 0.0 0.0 0.0 0.000
H 0.66858 1.65506 -5.87751 0.0 0.0 0.0 0.000
H 1.14404 3.26657 -5.35448 0.0 0.0 0.0 0.000
H -0.54631 2.78615 -5.27968 0.0 0.0 0.0 0.000
H 2.56205 0.89714 -4.30018 0.0 0.0 0.0 0.000
H 2.45808 1.21668 -2.56212 0.0 0.0 0.0 -0.001
H 2.80306 2.52777 -3.69267 0.0 0.0 0.0 0.000
H -0.56611 3.49515 -2.81112 0.0 0.0 0.0 0.000
H 1.12750 3.93742 -2.98784 0.0 0.0 0.0 0.000
H 0.63692 2.83877 -1.69526 0.0 0.0 0.0 0.000
H -2.42472 2.24919 -2.14523 0.0 0.0 0.0 0.000
H -3.75160 2.11980 -3.29681 0.0 0.0 0.0 0.000
H -2.22643 2.83618 -3.80233 0.0 0.0 0.0 0.000
H -2.91754 -0.25710 -1.74916 0.0 0.0 0.1 0.000
H -2.88880 -1.38776 -3.10338 0.0 0.0 0.0 0.000
H -4.12796 -0.14355 -3.02358 0.0 0.0 0.0 0.000
H -1.96180 1.18333 -5.74236 0.0 0.0 0.0 0.000
H -3.59682 0.72416 -5.27613 0.0 0.0 0.0 0.000
H -2.36942 -0.51439 -5.48325 0.0 -0.1 0.0 0.000
F -3.17159 0.57425 0.90064 0.1 0.0 0.0 0.001
B -2.28984 0.85606 1.88452 -0.1 0.0 0.0 -0.113
F -2.91806 1.37970 2.96085 0.0 0.1 0.0 -0.002
C 1.75485 4.67260 1.47778 0.0 0.0 0.0 -0.001
N 0.39819 4.61659 0.95268 0.0 0.0 0.0 0.001
C -0.15186 5.86987 0.44749 0.0 0.0 0.0 0.000
C -0.27618 3.46108 0.92432 0.0 0.0 0.0 0.009
C -1.64028 3.44175 0.30006 0.0 0.0 0.0 -0.013
O 0.22353 2.42856 1.41210 0.0 0.0 0.0 0.020
H 2.41115 5.13840 0.74176 0.0 0.0 0.0 0.000
H 2.10056 3.66620 1.68116 0.0 0.0 0.0 0.001
H 1.78457 5.26045 2.39669 0.0 0.0 0.0 0.000
H 0.41857 6.68799 0.88066 0.0 0.0 0.0 0.000
H -1.19001 5.99586 0.74463 0.0 0.0 0.0 0.000
H -0.07473 5.93582 -0.63957 0.0 0.0 0.0 0.000
H -1.76872 4.18974 -0.47762 0.0 0.0 0.0 -0.001
H -2.39543 3.61235 1.07177 0.0 0.0 0.0 -0.001
H -1.80432 2.45336 -0.11912 0.0 0.0 0.0 -0.001
C -1.70157 -5.90334 -0.61722 0.0 0.0 0.0 0.000
Ge -1.08751 -4.94870 0.96940 0.0 0.0 0.0 0.000
C -2.09563 -5.49115 2.55110 0.0 0.0 0.0 0.000
C 0.81846 -5.24496 1.27147 0.0 0.0 0.0 0.000
C -1.33885 -3.01240 0.62523 -0.1 0.0 0.0 0.005
Se -0.99157 -1.90211 2.18848 0.0 0.2 0.0 0.011
C -2.79124 -1.94624 2.92298 0.0 0.0 0.0 -0.002
H -1.60548 -6.97945 -0.47157 0.0 0.0 0.0 0.000
H -1.10886 -5.62311 -1.48663 0.0 0.0 -0.1 0.000
H -2.74818 -5.67887 -0.82505 0.0 0.0 0.0 0.000
H -1.93399 -6.55256 2.74110 0.0 0.0 0.0 0.000
H -3.16593 -5.33142 2.41763 0.0 0.0 0.0 0.000
H -1.75949 -4.94332 3.43188 0.0 0.0 0.0 0.000
H 1.00658 -6.30419 1.44904 0.0 0.0 0.0 0.000
H 1.16412 -4.68981 2.14512 0.0 0.0 0.0 0.000
H 1.40572 -4.93840 0.40462 0.0 0.0 0.0 0.000
H -2.34252 -2.76503 0.27401 0.0 0.0 0.0 0.000
H -0.63675 -2.67998 -0.13753 0.1 0.0 -0.1 -0.003
H -3.02010 -2.95848 3.23846 0.0 0.0 0.0 0.000
H -3.49899 -1.61042 2.16915 0.0 0.0 0.0 0.000
H -2.81515 -1.27702 3.78007 0.0 0.0 0.0 0.000
```
Forces are in eV/Å.

Summary:
Charge ... +1
Strongest force on any atom ... 0.62 eV/A
Calculated total energy ... -401954.513 eV
LUMO (alpha / beta) ... -1.73 / -1.53 eV
Energy above the lowest of the compared OMol25 structures with the same formula, charge and spin ... 0.000 eV
Expectation value of S² ... 0.797
Multiplicity ... 2
HOMO (alpha / beta) ... -10.1 / -10.9 eV


# 2
Molecular formula: C31H66BClN3O12Si
Method: DFT, wB97M-V/def2-TZVPD

XYZ file:
```
115
Properties=species:S:1:pos:R:3:forces:R:3:lowdin_charge:R:1
C -1.89188 -6.20547 -2.26887 -0.3 0.3 0.1 -0.111
C -1.62264 -4.87799 -1.58269 -0.2 -0.1 0.1 -0.705
Cl -1.71758 -3.52451 -2.74122 0.0 0.1 0.0 0.693
C -0.32974 -4.84909 -0.79378 0.1 -0.4 -0.1 -0.175
N 0.90980 -4.95035 -1.64459 0.1 0.3 0.3 -0.038
C 1.73561 -5.85633 -1.00189 -0.1 -0.1 -0.1 -0.341
N 1.67437 -7.09894 -1.37484 -0.2 -0.3 0.3 0.305
N 2.58381 -5.55897 0.04715 0.1 0.3 -0.4 0.128
C 3.31933 -4.27374 -0.07188 0.6 0.5 -0.1 -0.286
C 4.69910 -4.48112 -0.70116 0.2 -0.4 0.4 -0.017
B 5.58331 -3.18022 -0.51156 0.2 0.1 -0.2 -0.645
O 5.53366 -2.12216 -1.40993 -0.6 -0.5 0.3 0.126
O 6.38867 -3.10348 0.59278 -0.1 -0.4 -0.4 0.188
C 2.52122 -3.17305 -0.76310 -1.0 0.1 0.2 -0.120
C 1.56240 -3.62633 -1.89013 0.6 0.1 -0.2 -0.301
Si 2.31534 -3.52059 -3.65445 -0.1 -0.1 -0.7 0.572
C 3.56138 -4.90206 -3.99824 -0.1 0.4 0.0 -0.160
C 3.07553 -1.81769 -3.84922 -0.1 -0.1 0.5 -0.149
C 0.95129 -3.68396 -4.93779 0.3 0.1 0.6 -0.193
H -1.04542 -6.54055 -2.86432 0.1 0.0 0.0 0.064
H -2.16972 -6.93866 -1.51118 0.2 -0.2 0.0 0.088
H -2.75155 -6.08968 -2.92433 0.0 -0.1 -0.1 0.079
H -2.42324 -4.69570 -0.86618 0.0 0.1 0.0 0.107
H -0.26514 -3.97774 -0.14048 0.0 0.2 -0.2 0.133
H -0.36870 -5.72123 -0.13223 -0.1 0.0 0.0 0.131
H 1.06320 -7.39763 -2.12160 -0.1 0.2 0.0 0.145
H 2.20960 -7.79496 -0.87462 0.1 0.0 0.0 0.157
H 2.08890 -5.63292 0.92964 0.1 -0.3 0.1 0.161
H 3.51444 -3.95275 0.95148 -0.2 -0.1 0.1 0.153
H 5.18844 -5.28787 -0.15074 0.0 0.0 0.0 0.120
H 4.63565 -4.80232 -1.73877 -0.1 0.2 -0.1 0.082
H 5.31892 -1.30850 -0.93571 0.4 0.4 -0.1 0.102
H 7.14388 -2.54384 0.39227 0.1 0.4 0.4 0.110
H 3.19216 -2.42634 -1.18098 0.1 0.0 0.0 0.089
H 1.93984 -2.64362 -0.00179 -0.1 -0.1 0.0 0.114
H 0.75057 -2.90165 -1.91446 -0.1 0.0 -0.1 0.085
H 3.50734 -5.75405 -3.32244 0.0 -0.1 0.0 0.010
H 4.56906 -4.48648 -3.97362 0.1 -0.1 0.1 0.036
H 3.39062 -5.25784 -5.01375 0.0 -0.1 0.0 0.035
H 2.68936 -1.14327 -3.07976 0.0 0.1 0.0 0.040
H 2.80928 -1.38400 -4.81048 0.1 0.0 -0.1 0.040
H 4.15717 -1.83561 -3.72578 0.1 0.0 -0.1 0.026
H 0.29532 -4.51903 -4.70036 -0.1 0.0 -0.2 0.006
H 0.37391 -2.76038 -4.95810 -0.2 -0.1 -0.1 0.027
H 1.41695 -3.83233 -5.91118 -0.1 0.0 -0.1 0.037
O 4.10562 1.17221 -0.00788 0.1 -0.1 -0.1 0.081
C 3.18405 1.06192 0.76490 0.1 0.0 0.2 -0.538
O 2.28701 2.03706 0.86365 0.0 0.0 -0.2 0.019
C 1.07061 1.90548 1.63070 -0.2 0.0 0.2 -0.220
C 1.26752 2.20390 3.09390 0.5 -0.1 0.2 -0.068
C 3.08417 -0.15748 1.65298 -0.3 -0.3 -0.2 0.017
H 0.62896 0.92073 1.46644 0.0 0.0 0.0 0.113
H 0.38998 2.63128 1.19440 0.0 0.0 0.0 0.120
H 1.96648 1.50653 3.56379 0.0 0.0 -0.1 0.070
H 0.30971 2.14337 3.60303 0.2 0.0 0.0 0.054
H 1.67711 3.20573 3.22526 -0.1 0.0 0.0 0.092
H 3.71508 -0.01816 2.52907 0.0 0.0 0.0 0.102
H 3.46898 -0.99067 1.06650 0.1 0.0 0.1 0.060
H 2.07703 -0.40565 1.97887 0.0 0.1 0.1 0.072
O -1.53969 2.84331 3.05107 -0.4 0.0 -0.1 0.076
C -2.72157 2.59655 3.02651 0.0 0.1 -0.2 -0.492
O -3.09162 1.30737 3.13484 0.0 -0.1 0.1 0.001
C -4.46708 0.91634 3.27205 -0.2 -0.1 0.0 -0.229
C -5.17177 0.80295 1.94155 0.2 -0.1 -0.2 -0.071
C -3.75627 3.66793 2.80547 -0.1 -0.2 0.5 0.020
H -4.98696 1.59292 3.95031 0.0 0.0 0.0 0.111
H -4.42934 -0.05520 3.76301 0.1 0.0 0.0 0.121
H -5.21181 1.75988 1.42388 -0.1 0.0 0.0 0.071
H -6.19128 0.46023 2.08903 -0.1 0.0 0.0 0.065
H -4.64530 0.09716 1.29483 0.0 0.0 0.1 0.079
H -3.83954 3.86207 1.73910 0.0 0.1 0.0 0.091
H -3.41793 4.57566 3.29040 0.1 0.1 -0.1 0.083
H -4.73934 3.41842 3.19787 0.0 0.0 -0.1 0.073
O 11.01683 2.68586 -2.02061 0.1 0.0 0.0 0.117
C 9.90976 2.24931 -1.89598 -0.1 0.1 -0.1 -0.523
O 9.75418 0.90640 -1.81199 0.1 -0.1 0.1 -0.002
C 8.50642 0.29054 -1.50585 -0.2 0.0 0.0 -0.244
C 7.63653 0.10059 -2.73020 0.1 0.2 -0.1 -0.053
C 8.69042 3.14285 -1.89830 -0.1 0.0 0.3 0.014
H 7.98890 0.83968 -0.71645 0.0 0.0 0.0 0.114
H 8.77855 -0.68101 -1.08998 0.1 0.0 0.0 0.117
H 7.36419 1.05528 -3.18029 0.0 0.0 0.1 0.075
H 6.72388 -0.42837 -2.46537 0.0 0.0 -0.1 0.050
H 8.16906 -0.47628 -3.48672 0.0 0.0 0.0 0.089
H 8.41999 3.35370 -2.93228 0.0 0.0 0.0 0.097
H 8.95953 4.07670 -1.41252 0.1 0.0 -0.1 0.092
H 7.82554 2.73238 -1.38295 0.0 0.0 -0.1 0.068
O -7.86557 2.18975 2.44228 0.0 0.0 0.0 0.097
C -8.52887 2.25602 3.44198 -0.2 0.0 -0.1 -0.518
O -8.40746 1.27047 4.35304 0.2 0.0 0.1 -0.006
C -9.02950 1.32263 5.64379 -0.1 0.0 0.1 -0.234
C -10.46194 0.83508 5.60579 0.0 0.0 -0.1 -0.062
C -9.52808 3.36586 3.66326 0.2 0.2 0.2 0.018
H -8.94407 2.32331 6.06863 0.0 0.0 0.0 0.113
H -8.42672 0.66289 6.26523 0.0 0.0 0.0 0.122
H -11.08640 1.46749 4.97488 0.0 0.0 0.0 0.069
H -10.88548 0.82931 6.60998 0.0 0.0 0.0 0.084
H -10.50365 -0.17658 5.20293 0.0 0.0 0.0 0.084
H -10.45086 3.10579 3.14603 0.0 0.0 0.0 0.099
H -9.12557 4.27325 3.22098 0.0 -0.1 -0.1 0.093
H -9.75202 3.56934 4.70684 -0.1 -0.1 0.0 0.071
O -3.48891 6.44174 1.65455 0.0 0.1 0.0 0.100
C -3.56709 6.91673 0.55448 0.2 0.0 0.0 -0.514
O -4.27467 6.24847 -0.37786 -0.1 0.0 0.0 -0.002
C -4.56579 6.79051 -1.67124 0.0 0.0 -0.2 -0.235
C -3.43775 6.55778 -2.65383 0.1 0.0 0.1 -0.064
C -2.84050 8.18618 0.17980 -0.3 0.2 0.0 0.017
H -4.83411 7.84450 -1.59226 0.0 0.0 0.0 0.113
H -5.45938 6.26043 -1.99556 0.0 0.0 0.1 0.123
H -2.52283 7.06300 -2.34437 0.0 0.1 0.0 0.069
H -3.71485 6.92642 -3.64144 0.0 0.0 0.0 0.083
H -3.21805 5.49277 -2.72705 0.0 0.0 0.0 0.083
H -1.81130 7.93241 -0.07143 0.0 0.0 0.0 0.098
H -2.83499 8.83880 1.04859 0.1 -0.1 0.1 0.093
H -3.28397 8.73115 -0.64918 0.1 -0.1 -0.1 0.070
```
Forces are in eV/Å.

Summary:
Charge ... +1
Strongest force on any atom ... 1.00 eV/A
Calculated total energy ... -83332.193 eV
LUMO ... -3.68 eV
Energy above the lowest of the compared OMol25 structures with the same formula, charge and spin ... 0.000 eV
Multiplicity ... 1
HOMO ... -11.3 eV